Entry 1:
C16H56N4O12 | ωB97M-V/def2-TZVPD

```
88
C16H56N4O12 ωB97M-V/def2-TZVPD
C -10.064 14.345 19.128
C -11.156 15.173 18.504
O -11.621 14.628 17.301
H -10.351 13.373 19.511
H -9.623 14.940 19.940
H -9.272 13.980 18.495
H -10.692 16.151 18.200
H -12.003 15.393 19.217
H -10.905 14.620 16.725
C -15.803 15.895 11.469
C -16.210 14.659 12.323
O -15.888 13.479 11.688
H -16.083 16.691 12.048
H -16.264 15.997 10.478
H -14.758 15.976 11.251
H -17.254 14.612 12.789
H -15.580 14.741 13.145
H -14.963 13.400 11.593
C -12.398 19.695 11.789
C -11.025 20.385 11.663
O -10.248 19.273 11.321
H -13.293 20.283 11.978
H -12.255 18.762 12.226
H -12.599 19.287 10.828
H -10.685 20.827 12.629
H -10.963 21.153 10.906
H -10.104 18.836 12.119
C -13.437 16.925 14.051
C -12.076 16.389 13.603
O -12.392 15.455 12.583
H -13.999 17.339 13.236
H -13.429 17.728 14.682
H -14.147 16.229 14.365
H -11.626 15.905 14.418
H -11.292 17.093 13.213
H -12.231 15.869 11.751
C -12.752 12.578 11.263
O -11.753 13.238 10.664
N -13.267 12.997 12.349
N -13.095 11.421 10.883
H -12.759 13.772 12.727
H -13.866 12.430 12.976
H -12.565 11.022 10.082
H -14.029 10.879 11.065
C -10.722 15.901 9.130
O -11.507 16.465 10.178
N -10.740 14.672 8.758
N -10.134 16.625 8.181
H -11.323 14.122 9.482
H -10.197 14.335 8.010
H -10.227 17.657 8.297
H -9.522 16.234 7.426
C -8.390 19.111 14.464
O -9.241 18.361 13.617
H -7.574 18.444 14.754
H -8.886 19.368 15.422
H -8.101 20.123 14.122
H -9.070 17.505 13.848
C -14.044 14.490 8.652
O -15.275 15.035 8.156
H -13.595 15.067 9.550
H -13.270 14.392 7.878
H -14.285 13.541 9.039
H -15.999 14.766 8.742
C -8.661 16.415 16.347
O -9.074 15.751 15.269
H -7.748 16.806 15.898
H -8.478 15.633 17.124
H -9.401 17.139 16.784
H -8.361 15.136 15.056
C -9.023 14.903 12.062
O -8.356 14.431 10.900
H -9.382 15.838 12.011
H -8.272 14.931 12.861
H -9.986 14.364 12.378
H -8.955 13.921 10.380
C -10.836 12.779 14.356
O -11.253 12.245 15.655
H -9.776 13.038 14.378
H -11.309 13.797 14.209
H -11.117 12.121 13.558
H -11.987 11.606 15.637
C -14.383 13.646 15.910
O -14.038 13.357 17.192
H -13.620 13.411 15.181
H -14.267 14.752 15.948
H -15.456 13.385 15.702
H -13.195 13.794 17.258
```

Summary:
HOMO-LUMO gap = 0.339 Eh
Spin multiplicity = 1
Highest occupied orbital energy = -0.3289 Ha
Molecular weight = 496.6 g mol⁻¹
E = -1764.8153 hartree
Lowest unoccupied orbital energy = 0.2848 eV
SMILES string = NC(N)=O.NC(N)=O.CCO.CCO.CCO.CCO.CO.CO.CO.CO.CO.CO



Entry 2:
C16H56O12 | ωB97M-V/def2-TZVPD

```
84
C16H56O12 ωB97M-V/def2-TZVPD
C -5.607 13.935 20.019
O -4.686 13.573 19.034
H -5.342 13.448 20.957
H -5.509 14.995 20.253
H -6.578 13.735 19.566
H -4.811 12.630 18.898
C -7.654 21.848 23.530
O -6.831 22.640 22.601
H -8.077 22.559 24.240
H -8.406 21.153 23.157
H -6.921 21.296 24.119
H -6.391 23.207 23.239
C -7.246 23.262 19.227
O -7.086 22.169 20.089
H -7.408 24.181 19.791
H -6.362 23.546 18.657
H -8.069 23.094 18.532
H -7.443 22.338 20.964
C -6.908 15.477 24.195
O -7.516 14.903 25.339
H -7.017 16.552 24.334
H -5.866 15.216 24.012
H -7.440 15.156 23.300
H -6.966 14.213 25.717
C -9.487 18.116 22.810
O -10.064 18.510 24.035
H -9.485 19.016 22.195
H -8.468 17.755 22.948
H -10.126 17.362 22.350
H -10.135 17.712 24.564
C -4.036 20.745 18.392
O -4.661 21.545 17.373
H -4.640 19.838 18.421
H -3.023 20.409 18.170
H -4.079 21.266 19.348
H -5.582 21.694 17.600
C -1.486 16.184 23.236
O -2.358 16.483 22.147
H -0.846 16.978 23.621
H -1.998 15.870 24.146
H -1.016 15.212 23.087
H -1.978 16.157 21.328
C -8.773 19.838 18.636
O -9.148 18.900 17.667
H -8.250 19.314 19.435
H -8.067 20.572 18.247
H -9.553 20.466 19.067
H -9.276 19.297 16.802
C -0.911 20.192 23.607
O -1.183 20.633 24.877
H -1.037 20.943 22.828
H 0.075 19.732 23.550
H -1.506 19.356 23.239
H -0.455 21.182 25.177
C -4.569 21.159 26.573
O -5.636 21.862 27.186
H -3.663 21.752 26.703
H -4.469 20.115 26.872
H -4.826 21.150 25.514
H -5.704 22.689 26.703
C -4.462 18.959 23.398
C -5.607 18.256 22.648
C -6.156 18.886 21.408
O -5.259 16.928 22.237
H -4.882 19.898 23.759
H -3.663 19.135 22.678
H -4.087 18.323 24.200
H -6.372 18.301 23.423
H -6.549 19.887 21.589
H -6.899 18.355 20.814
H -5.363 18.936 20.661
H -4.312 16.782 22.297
C -6.906 16.622 15.596
C -6.953 16.116 17.081
C -6.137 17.020 18.020
O -8.316 16.177 17.413
H -7.404 16.000 14.852
H -5.852 16.716 15.334
H -7.266 17.647 15.510
H -6.561 15.099 17.110
H -5.985 18.035 17.654
H -5.096 16.714 18.127
H -6.566 17.055 19.022
H -8.610 16.995 17.820
```

Summary:
HOMO-LUMO gap (alpha / beta) = 0.344 / 0.110 Eh
Spin multiplicity = 2
Net charge = +1
Highest occupied orbital energy (alpha / beta) = -0.4342 / -0.4342 Ha
Molecular weight = 440.6 g mol⁻¹
E = -1545.4735 hartree
<S²> = 0.75
Lowest unoccupied orbital energy (alpha / beta) = -2.4499 / -8.8303 eV



Entry 3:
C16H58N14O13 | ωB97M-V/def2-TZVPD

```
101
C16H58N14O13 ωB97M-V/def2-TZVPD
C -3.747 3.733 0.065
O -3.261 4.639 1.050
H -4.826 3.885 0.035
H -3.296 3.973 -0.897
H -3.471 2.689 0.216
H -2.998 5.410 0.542
C -0.159 1.055 4.141
O 1.296 1.136 4.219
H -0.618 1.702 3.393
H -0.474 0.042 3.890
H -0.593 1.281 5.114
H 1.481 1.947 3.740
C -3.645 0.600 -1.758
O -4.419 0.365 -0.658
H -3.782 1.623 -2.110
H -2.585 0.403 -1.599
H -3.990 0.000 -2.600
H -5.329 0.196 -0.913
C 0.476 4.119 1.835
O 1.506 3.735 2.334
N 0.207 4.159 0.556
N -0.539 4.540 2.481
H -0.587 4.699 0.244
H 0.802 3.736 -0.142
H -0.504 4.557 3.490
H -1.409 4.619 1.973
C 2.077 -1.202 -3.421
O 1.615 -2.149 -2.863
N 1.468 -0.334 -4.043
N 3.355 -0.995 -3.324
H 1.953 0.393 -4.549
H 0.469 -0.403 -4.170
H 3.784 -0.148 -3.669
H 3.827 -1.686 -2.758
C 5.000 -2.961 -0.478
O 5.413 -3.085 -1.602
N 4.513 -1.888 -0.036
N 4.829 -3.965 0.355
H 4.555 -1.040 -0.583
H 4.314 -1.997 0.948
H 4.240 -3.899 1.173
H 5.151 -4.879 0.069
C 2.757 -2.329 3.109
O 3.316 -3.070 2.361
N 2.178 -1.223 2.726
N 2.618 -2.459 4.380
H 1.865 -0.541 3.403
H 1.977 -1.139 1.740
H 2.999 -3.327 4.730
H 2.259 -1.782 5.038
C -1.970 -1.863 -3.525
O -1.359 -0.802 -3.692
N -3.036 -2.101 -4.141
N -1.596 -2.792 -2.756
H -3.361 -1.457 -4.848
H -3.225 -3.078 -4.313
H -0.655 -2.734 -2.393
H -2.169 -3.615 -2.634
C 2.788 2.837 -1.217
O 1.709 3.205 -1.591
N 3.086 1.861 -0.440
N 3.884 3.455 -1.635
H 4.045 1.546 -0.440
H 2.370 1.173 -0.256
H 3.724 4.205 -2.292
H 4.774 3.163 -1.258
C -1.573 2.859 -3.711
O -1.989 4.004 -3.783
N -0.753 2.467 -2.816
N -2.015 1.945 -4.541
H -0.255 3.110 -2.217
H -0.716 1.470 -2.656
H -2.787 2.108 -5.171
H -1.674 0.994 -4.540
C -0.275 0.364 0.914
C 0.308 -0.008 -0.372
O 1.442 -0.783 -0.136
H -1.147 1.003 0.774
H 0.393 0.981 1.515
H -0.586 -0.517 1.475
H 0.659 0.889 -0.883
H -0.321 -0.567 -1.065
H 1.755 -1.066 -0.999
C 0.689 -5.714 1.133
C -0.122 -4.723 0.313
O -0.807 -3.876 1.237
H 0.096 -6.397 1.741
H 1.472 -5.315 1.778
H 1.165 -6.361 0.397
H -0.895 -5.201 -0.289
H 0.373 -4.038 -0.375
H -0.118 -3.412 1.720
C -3.678 0.092 4.521
C -3.538 -0.089 2.930
O -4.659 0.336 2.183
H -2.777 -0.289 5.001
H -4.490 -0.564 4.836
H -3.824 1.106 4.892
H -3.356 -1.125 2.644
H -2.645 0.399 2.541
H -4.430 0.180 1.264
```

Summary:
HOMO-LUMO gap = 0.340 Eh
Spin multiplicity = 1
Highest occupied orbital energy = -0.3340 Ha
Molecular weight = 654.7 g mol⁻¹
E = -2389.2374 hartree
Lowest unoccupied orbital energy = 0.1509 eV



Copy entry 1 word for word.
C16H56N4O12 | ωB97M-V/def2-TZVPD

```
88
C16H56N4O12 ωB97M-V/def2-TZVPD
C -10.064 14.345 19.128
C -11.156 15.173 18.504
O -11.621 14.628 17.301
H -10.351 13.373 19.511
H -9.623 14.940 19.940
H -9.272 13.980 18.495
H -10.692 16.151 18.200
H -12.003 15.393 19.217
H -10.905 14.620 16.725
C -15.803 15.895 11.469
C -16.210 14.659 12.323
O -15.888 13.479 11.688
H -16.083 16.691 12.048
H -16.264 15.997 10.478
H -14.758 15.976 11.251
H -17.254 14.612 12.789
H -15.580 14.741 13.145
H -14.963 13.400 11.593
C -12.398 19.695 11.789
C -11.025 20.385 11.663
O -10.248 19.273 11.321
H -13.293 20.283 11.978
H -12.255 18.762 12.226
H -12.599 19.287 10.828
H -10.685 20.827 12.629
H -10.963 21.153 10.906
H -10.104 18.836 12.119
C -13.437 16.925 14.051
C -12.076 16.389 13.603
O -12.392 15.455 12.583
H -13.999 17.339 13.236
H -13.429 17.728 14.682
H -14.147 16.229 14.365
H -11.626 15.905 14.418
H -11.292 17.093 13.213
H -12.231 15.869 11.751
C -12.752 12.578 11.263
O -11.753 13.238 10.664
N -13.267 12.997 12.349
N -13.095 11.421 10.883
H -12.759 13.772 12.727
H -13.866 12.430 12.976
H -12.565 11.022 10.082
H -14.029 10.879 11.065
C -10.722 15.901 9.130
O -11.507 16.465 10.178
N -10.740 14.672 8.758
N -10.134 16.625 8.181
H -11.323 14.122 9.482
H -10.197 14.335 8.010
H -10.227 17.657 8.297
H -9.522 16.234 7.426
C -8.390 19.111 14.464
O -9.241 18.361 13.617
H -7.574 18.444 14.754
H -8.886 19.368 15.422
H -8.101 20.123 14.122
H -9.070 17.505 13.848
C -14.044 14.490 8.652
O -15.275 15.035 8.156
H -13.595 15.067 9.550
H -13.270 14.392 7.878
H -14.285 13.541 9.039
H -15.999 14.766 8.742
C -8.661 16.415 16.347
O -9.074 15.751 15.269
H -7.748 16.806 15.898
H -8.478 15.633 17.124
H -9.401 17.139 16.784
H -8.361 15.136 15.056
C -9.023 14.903 12.062
O -8.356 14.431 10.900
H -9.382 15.838 12.011
H -8.272 14.931 12.861
H -9.986 14.364 12.378
H -8.955 13.921 10.380
C -10.836 12.779 14.356
O -11.253 12.245 15.655
H -9.776 13.038 14.378
H -11.309 13.797 14.209
H -11.117 12.121 13.558
H -11.987 11.606 15.637
C -14.383 13.646 15.910
O -14.038 13.357 17.192
H -13.620 13.411 15.181
H -14.267 14.752 15.948
H -15.456 13.385 15.702
H -13.195 13.794 17.258
```

Summary:
HOMO-LUMO gap = 0.339 Eh
Spin multiplicity = 1
Highest occupied orbital energy = -0.3289 Ha
Molecular weight = 496.6 g mol⁻¹
E = -1764.8153 hartree
Lowest unoccupied orbital energy = 0.2848 eV
SMILES string = NC(N)=O.NC(N)=O.CCO.CCO.CCO.CCO.CO.CO.CO.CO.CO.CO